ORCA calculation (ωB97M-V/def2-TZVPD) on a molecular structure, C10HF5IrN9O4S.

Values from the calculation:
**Multiplicity**: 1
**Highest occupied orbital energy (spin up / spin down)**: -0.041 / -0.046 Ha
**Energy above the lowest of the compared OMol25 structures with the same formula, charge and spin**: 362.1 kJ/mol
**Charge**: -2
**Total energy**: -59246.628 eV

Geometry as XYZ:
```
31
Properties=species:S:1:pos:R:3:nbo_charge:R:1
Ir 0.1789 -0.6589 0.5680 1.271
O 3.6316 1.3728 -1.2299 -0.660
C 2.5812 0.9234 -0.8654 0.671
O 2.0605 -0.1643 -0.7072 -0.785
C 1.3980 2.2158 -0.4160 0.675
O 1.6870 3.2689 -0.9154 -0.685
O 0.5383 1.7466 0.3025 -0.770
N -2.7743 0.0070 2.4327 -0.591
C -2.9283 -0.1901 1.0910 0.444
N -4.0826 -0.0267 0.4542 -0.389
N -3.8097 -0.3267 -0.8139 -0.107
N -2.5813 -0.6541 -0.9548 -0.122
N -1.9669 -0.5859 0.2284 -0.381
C -1.5889 0.0232 3.1113 0.441
N -1.4931 0.4232 4.3744 -0.392
N -0.2106 0.2405 4.6860 -0.110
N 0.4393 -0.2382 3.6938 -0.114
N -0.3866 -0.3987 2.6580 -0.377
H -3.5612 0.4116 2.9157 0.420
F -1.8403 -5.6902 -4.0491 -0.307
C -1.2243 -4.9981 -3.0612 0.252
C 0.1318 -4.7005 -3.1567 0.250
F 0.8259 -5.1071 -4.2458 -0.307
C 0.7707 -4.0253 -2.1345 0.331
F 2.0842 -3.7733 -2.2745 -0.293
C 0.1001 -3.6302 -0.9590 -0.290
S 0.9568 -3.0060 0.3985 -0.106
C -1.2792 -3.9302 -0.9094 0.330
F -1.9836 -3.5890 0.1762 -0.290
C -1.9283 -4.6049 -1.9247 0.302
F -3.2294 -4.9412 -1.8084 -0.309
```

=====

ORCA calculation (ωB97M-V/def2-TZVPD) on 21 unconnected molecules or ions with the total composition C112H177N18O32.

Values from the calculation:
**Multiplicity**: 1
**Highest occupied orbital energy**: -0.658 Ha
**Charge**: +9
**Total energy**: -211253.155 eV

Geometry as XYZ:
```
339
Properties=species:S:1:pos:R:3:mulliken_charge:R:1
C 4.4479 -1.6185 5.3032 -1.058
C 5.3726 -0.7419 4.3062 -0.817
C 5.0655 -0.7271 2.7631 1.200
C 5.0911 -2.1755 2.1493 -1.212
N 4.9259 -2.1868 0.6081 0.316
C 4.9768 -3.6082 -0.0079 -0.084
C 4.4594 -3.4851 -1.3682 -1.178
C 3.2641 -2.4713 -1.3580 0.894
C 3.4830 -1.8598 0.1481 0.549
C 5.9687 -1.2929 -0.1108 -0.001
C 7.4285 -1.5770 0.1486 -0.865
C 8.4532 -0.9190 -0.8193 -1.446
H 3.4667 -1.1604 5.4276 0.027
H 4.9451 -1.7328 6.2664 0.487
H 4.2622 -2.6098 4.8897 0.375
H 6.4213 -1.0267 4.3911 0.603
H 5.3032 0.2926 4.6425 0.091
H 5.8550 -0.0932 2.3593 0.197
H 4.0994 -0.2695 2.5500 -0.555
H 4.3913 -2.9511 2.4604 0.517
H 6.1164 -2.5174 2.2904 0.380
H 5.9245 -4.1227 0.1512 0.708
H 4.2127 -4.2313 0.4571 -0.197
H 5.2364 -3.1885 -2.0727 0.353
H 4.2095 -4.4665 -1.7712 0.517
H 3.2844 -1.7442 -2.1698 -0.469
H 2.2472 -2.8630 -1.3845 -0.060
H 3.3951 -0.7825 0.2887 -0.395
H 2.9111 -2.3524 0.9345 -0.271
H 5.7125 -0.2808 0.2026 0.273
H 5.7095 -1.2474 -1.1686 0.357
H 7.6340 -2.6474 0.1453 0.308
H 7.7506 -1.2863 1.1485 0.325
H 8.3198 0.1579 -0.9224 0.308
H 8.3634 -1.3153 -1.8307 0.365
H 9.4498 -1.0294 -0.3918 0.428
C 2.8871 -6.9353 -0.0086 -1.362
C 2.4627 -6.9379 -1.4766 1.348
C 3.0670 -8.0776 -2.2382 -0.775
O 2.6998 -7.9829 -3.6492 -0.393
C 3.0833 -6.8452 -4.4744 -0.189
N 0.9289 -6.8928 -1.6840 0.243
H 0.5733 -6.5605 -2.5690 0.404
H 0.7432 -7.8796 -1.5749 0.505
H 0.4314 -6.4211 -0.9424 -0.296
H 2.3801 -6.1032 0.4800 -0.071
H 3.9653 -6.8554 0.1296 0.505
H 2.6157 -7.9053 0.4078 0.559
H 2.8028 -6.0134 -1.9431 -0.671
H 2.7089 -9.0535 -1.9102 0.349
H 4.1385 -8.0811 -2.0384 0.436
H 2.5439 -5.9722 -4.1072 -0.126
H 2.8525 -7.0329 -5.5231 0.288
H 4.1430 -6.6628 -4.2955 0.299
C -4.3116 4.0049 -3.4115 -1.220
C -3.2114 3.4708 -4.2500 1.679
C -3.3394 3.6387 -5.7743 -1.247
O -2.1587 3.1072 -6.5052 0.226
C -2.0891 3.7880 -7.7515 -1.059
N -1.8246 4.0771 -3.8064 1.666
H -1.6692 5.0223 -4.1267 0.572
H -1.7528 4.0496 -2.7993 -0.222
H -1.0155 3.5570 -4.1144 -0.730
H -5.2031 3.3817 -3.4817 0.381
H -4.5874 5.0339 -3.6422 0.454
H -4.0594 3.9019 -2.3561 0.038
H -2.9786 2.4240 -4.0551 -0.818
H -3.4662 4.6967 -6.0037 0.621
H -4.2119 3.0336 -6.0208 0.370
H -2.1428 4.8746 -7.6833 0.417
H -2.7777 3.3733 -8.4877 0.325
H -1.1322 3.4795 -8.1724 0.172
C 0.3697 0.9478 -2.0430 -0.858
C 0.2173 -0.1003 -0.9617 2.080
C -0.7827 0.2908 0.3135 0.721
O -0.9652 -0.6786 1.2934 1.110
C 0.2262 -1.1620 1.9449 0.100
N -0.4022 -1.3319 -1.6771 3.424
H 0.0024 -1.5264 -2.5818 -0.894
H -0.3699 -2.1092 -1.0330 -0.335
H -1.3668 -1.0532 -1.7870 -0.530
H -0.5716 1.2879 -2.4745 -0.274
H 1.0949 0.6701 -2.8079 -0.020
H 0.8186 1.8242 -1.5755 -0.092
H 1.2242 -0.2846 -0.5872 -0.190
H -1.7881 0.4990 -0.0525 -1.086
H -0.5292 1.2239 0.8165 -0.348
H 0.9485 -0.3747 2.1605 0.253
H 0.7188 -1.9442 1.3673 -0.721
H -0.0519 -1.6632 2.8721 -0.721
C 5.4655 0.8791 -4.1138 -1.677
C 4.0633 1.6011 -4.0700 0.971
C 4.2311 3.1319 -4.1084 -0.299
O 4.9468 3.5136 -5.2582 -0.526
C 4.7870 4.9458 -5.5875 -0.582
N 3.1084 1.1689 -5.1327 1.233
H 3.6808 1.2568 -5.9602 0.639
H 2.8349 0.2005 -5.0462 0.091
H 2.2732 1.7334 -5.1945 -0.639
H 6.1069 1.3530 -3.3707 0.435
H 5.8857 0.8418 -5.1188 0.323
H 5.2975 -0.1103 -3.6885 0.471
H 3.5654 1.2860 -3.1530 -0.418
H 4.6767 3.4251 -3.1579 0.591
H 3.2447 3.5917 -4.1689 -0.030
H 5.5426 5.1557 -6.3445 0.321
H 4.9473 5.4731 -4.6471 0.247
H 3.8893 5.1608 -6.1672 0.172
C 3.4615 6.2753 -1.7709 -1.220
C 3.0893 7.7399 -1.4522 0.452
C 4.0779 8.8053 -1.9598 -1.104
O 3.9863 8.9523 -3.3983 -0.350
C 5.0396 9.5946 -3.9799 -0.907
N 1.7121 7.9905 -1.9107 0.200
H 1.3027 8.8481 -1.5685 0.486
H 1.6112 7.9212 -2.9132 0.505
H 1.1164 7.2502 -1.5684 -0.036
H 4.3824 5.9301 -1.3010 0.524
H 3.6065 6.1819 -2.8472 0.365
H 2.6864 5.5401 -1.5545 0.170
H 3.0900 7.7844 -0.3631 0.248
H 5.1033 8.6189 -1.6406 0.438
H 3.8209 9.7625 -1.5062 0.567
H 5.9560 9.0059 -3.9410 0.350
H 5.4114 10.5470 -3.6020 0.371
H 4.8693 9.5840 -5.0564 0.316
C 1.6234 4.8180 1.2528 -0.484
N 0.4706 4.5527 2.2045 0.424
C -0.4905 5.5022 2.2040 -0.848
C -1.6339 5.2827 2.8981 0.030
C -1.9183 4.0402 3.4413 0.759
C -0.9476 3.0213 3.3663 -0.702
C 0.2683 3.2993 2.7376 -1.146
C -3.0999 3.7494 4.2348 0.215
C -4.3738 4.0356 3.7956 -0.549
C -5.4883 3.5928 4.4569 -0.889
N -5.4682 2.9911 5.6489 0.186
C -4.2084 2.6491 6.1243 -0.571
C -3.0438 3.0694 5.5045 -0.179
C -6.7043 2.7907 6.4213 -0.724
H 2.5001 4.4132 1.7584 -0.088
H 1.6791 5.9021 1.1539 0.555
H 1.4119 4.3147 0.3093 -0.062
H -0.3892 6.3602 1.5560 0.599
H -2.3401 6.0978 2.8400 0.705
H -1.1510 2.0123 3.6933 0.238
H 1.0947 2.6066 2.6780 0.798
H -4.4341 4.5159 2.8302 0.588
H -6.5077 3.8196 4.1818 0.581
H -4.2288 2.1775 7.0957 0.556
H -2.0935 2.8736 5.9788 0.496
H -6.3556 2.7194 7.4515 0.361
H -7.2496 1.8863 6.1512 0.213
H -7.3592 3.6609 6.3770 0.406
C 4.4701 -0.6769 -13.6940 -0.701
N 3.4749 -0.5538 -12.5651 -0.028
C 2.1270 -0.6550 -12.8408 -0.277
C 1.2156 -0.4589 -11.8084 -0.731
C 1.6238 -0.3470 -10.5125 0.983
C 3.0350 -0.3233 -10.2406 -0.671
C 3.9564 -0.3275 -11.2962 -0.288
C 0.6259 -0.3395 -9.4068 1.174
C -0.7101 -0.9165 -9.5410 -0.947
C -1.6272 -0.9125 -8.4839 -0.442
N -1.3016 -0.3041 -7.3273 0.545
C -0.0731 0.2625 -7.2071 -0.630
C 0.9024 0.2333 -8.2008 -0.724
C -2.2372 -0.0893 -6.2087 -0.448
H 5.3909 -1.0670 -13.2604 0.243
H 4.6010 0.3846 -13.9041 0.435
H 3.9128 -1.1246 -14.5168 0.276
H 1.8802 -0.7669 -13.8862 0.410
H 0.1586 -0.4098 -12.0247 0.513
H 3.4286 -0.1544 -9.2492 0.407
H 5.0338 -0.3337 -11.2225 0.378
H -1.0174 -1.3300 -10.4902 0.502
H -2.6154 -1.3475 -8.5102 0.575
H -0.0228 0.8676 -6.3140 0.399
H 1.8304 0.7351 -7.9697 0.532
H -1.7645 -0.6362 -5.3929 0.159
H -3.2284 -0.4427 -6.4928 0.489
H -2.3254 0.9443 -5.8739 -0.364
C 0.8406 -2.8716 6.3348 -0.686
N -0.4211 -3.5132 6.8576 0.235
C -0.7332 -4.7470 6.3377 -0.631
C -1.8700 -5.3460 6.8363 -0.383
C -2.8089 -4.6967 7.6545 1.390
C -2.4724 -3.3957 8.1299 -0.909
C -1.3046 -2.8329 7.7267 -0.816
C -4.0077 -5.3922 8.0923 0.534
C -4.7605 -6.2345 7.2148 -0.702
C -5.9716 -6.8352 7.6083 -0.608
N -6.4019 -6.6454 8.8544 0.032
C -5.8542 -5.8802 9.7148 -0.158
C -4.6822 -5.2009 9.3283 -0.737
C -7.6587 -7.2192 9.1803 -1.017
H 1.6695 -3.4974 6.6657 0.585
H 0.9263 -1.8253 6.6281 0.101
H 0.9387 -2.9379 5.2513 0.044
H 0.0359 -5.2852 5.8036 0.539
H -2.1755 -6.2671 6.3622 0.664
H -3.1614 -2.8211 8.7312 0.459
H -1.1116 -1.8118 8.0210 0.734
H -4.3180 -6.3229 6.2335 0.552
H -6.5772 -7.4319 6.9424 0.565
H -6.3612 -5.6074 10.6286 0.441
H -4.3833 -4.3810 9.9646 0.390
H -7.7841 -8.2202 8.7675 0.382
H -8.4349 -6.6150 8.7108 0.390
H -7.8343 -7.3830 10.2436 0.371
C -11.1776 -2.6114 4.3694 -0.812
N -9.9848 -2.0708 3.8909 -0.080
C -9.1970 -1.1810 4.5925 -0.463
C -8.1284 -0.5142 4.0092 -0.747
C -7.8475 -0.7155 2.6567 0.741
C -8.5471 -1.7372 1.9665 -0.460
C -9.6050 -2.4217 2.6511 -0.646
C -6.6420 0.0735 2.1070 1.468
C -6.7569 0.6955 0.8584 -0.746
C -5.7371 1.4888 0.3632 -0.951
N -4.5767 1.6267 1.1016 0.645
C -4.3528 0.9068 2.2541 -0.052
C -5.4410 0.2239 2.8170 -0.710
C -3.5429 2.4618 0.4512 -0.003
H -11.8834 -2.0915 3.7217 0.391
H -11.3607 -2.4317 5.4288 0.349
H -11.0865 -3.6926 4.2648 0.352
H -9.5322 -1.1352 5.6182 0.458
H -7.5507 0.1653 4.6183 0.267
H -8.3295 -2.0246 0.9485 0.522
H -10.2897 -3.1146 2.1846 0.603
H -7.7001 0.5499 0.3527 0.726
H -5.6679 2.0469 -0.5589 0.844
H -3.4076 0.9722 2.7725 -0.125
H -5.3518 -0.2591 3.7789 0.392
H -3.8645 3.5032 0.4335 0.984
H -3.3882 2.0981 -0.5646 0.100
H -2.6079 2.3583 1.0017 -1.244
C -4.2707 -2.9165 4.6985 -0.935
N -4.2110 -3.1646 3.2622 1.364
C -5.2945 -3.5158 2.6162 -1.400
C -5.2045 -3.6751 1.2109 -0.539
C -3.9790 -3.3675 0.5428 0.729
C -2.9302 -2.8864 1.3016 0.127
C -3.0437 -2.7314 2.6560 -0.304
C -3.9445 -3.4382 -0.9818 0.492
C -2.8477 -3.8681 -1.6640 -0.454
C -2.8389 -3.8455 -3.0841 -1.040
N -4.0223 -3.5259 -3.7147 0.258
C -5.1490 -3.2253 -3.0382 -0.866
C -5.0970 -3.0937 -1.6612 -0.638
C -3.9364 -3.5641 -5.1766 -0.895
H -3.2589 -2.9914 5.0971 -0.226
H -4.7143 -3.8007 5.1561 0.689
H -4.7891 -1.9785 4.8971 0.081
H -6.2516 -3.7008 3.0811 0.613
H -5.9917 -4.1502 0.6443 1.007
H -2.0119 -2.6763 0.7735 -0.139
H -2.2367 -2.3486 3.2630 -0.238
H -1.9302 -4.1701 -1.1809 0.920
H -2.0151 -4.1787 -3.6980 0.689
H -5.9358 -2.9296 -3.7164 0.510
H -5.9641 -2.6780 -1.1694 0.561
H -4.6492 -2.8697 -5.6214 0.353
H -3.9324 -4.6190 -5.4507 0.400
H -2.9609 -3.2132 -5.5135 0.201
C 8.0321 7.0448 1.4597 -0.931
N 7.2536 6.2509 2.5030 0.024
C 7.3386 4.9160 2.4990 -0.476
C 6.5133 4.0943 3.2446 -0.241
C 5.5506 4.6739 4.0320 0.782
C 5.4858 6.0854 3.9929 -0.809
C 6.3867 6.8503 3.2955 -0.364
C 4.6380 3.8357 4.9069 -0.290
C 3.9554 2.6950 4.3544 -0.079
C 2.8997 2.1289 5.0545 -1.459
N 2.5721 2.5719 6.2746 0.253
C 3.2743 3.5352 6.8865 -0.707
C 4.3334 4.1480 6.2196 -0.368
C 1.4239 2.0608 7.0524 -0.980
H 7.4689 6.9790 0.5289 0.355
H 8.9791 6.5465 1.2522 0.381
H 8.2620 8.0208 1.8873 0.383
H 8.0709 4.5137 1.8146 0.476
H 6.7610 3.0431 3.2582 0.532
H 4.6912 6.5682 4.5423 0.600
H 6.3379 7.9286 3.2571 0.475
H 4.1983 2.3202 3.3711 0.715
H 2.2262 1.3371 4.7611 1.341
H 2.9354 3.8942 7.8470 0.490
H 4.9841 4.9154 6.6123 0.698
H 1.5037 0.9791 7.1609 0.212
H 0.5776 2.3497 6.4291 0.260
H 1.2245 2.3879 8.0728 0.441
O 4.0908 2.4192 -1.0426 0.723
C 3.5897 2.1671 0.1595 -0.561
O 2.4635 1.6485 0.4221 0.019
O 4.3191 2.4454 1.0824 -0.918
H 4.9389 2.8062 -0.8133 0.068
O -1.5362 0.2470 6.8055 -0.723
C -1.3461 -0.0136 5.4983 -0.418
O -2.3349 -0.0686 4.7908 0.546
O -0.2379 0.0259 4.9673 -0.076
H -2.4564 0.0514 6.9967 0.392
O 1.7293 -5.4006 3.8509 -0.008
C 2.8358 -6.0097 3.4254 0.680
O 2.9729 -7.1855 3.5886 -0.709
O 3.6374 -5.3518 2.7378 -0.624
H 2.0264 -4.5860 3.4389 -0.124
O -4.2976 -0.5059 -4.1539 0.208
C -4.0072 0.1056 -3.0100 -0.321
O -4.7678 0.9800 -2.4947 -0.559
O -3.0429 -0.2593 -2.2903 -1.092
H -5.1599 -0.1890 -4.4323 0.292
O -2.3435 6.3999 -0.7192 -0.648
C -1.3345 5.5738 -0.9634 -0.289
O -0.2265 5.9985 -1.0635 -0.810
O -1.5772 4.3625 -0.9411 -0.265
H -3.0711 5.8693 -0.3865 0.355
O 1.6551 -3.3585 -5.4470 -0.588
C 1.0751 -2.3633 -4.7261 0.136
O -0.1275 -2.4116 -4.5363 -0.255
O 1.8426 -1.4734 -4.3693 -0.944
H 0.9127 -3.9640 -5.5089 0.323
O 0.3770 4.8938 -5.7064 -0.555
C 0.8926 3.6777 -5.8995 0.418
O 0.5878 2.8062 -5.0590 -0.558
O 1.6318 3.4449 -6.8522 -0.800
H 0.7435 5.1763 -6.5475 0.353
O -2.9411 -6.5210 1.7474 -0.469
C -3.1022 -6.4342 3.0687 0.515
O -2.1902 -6.0578 3.8100 -0.423
O -4.2072 -6.7750 3.5818 -0.797
H -2.0272 -6.2421 1.6545 0.302
O -0.3574 -4.1915 2.2275 0.863
C -0.1216 -4.8405 1.0553 0.701
O 0.3451 -4.1858 0.0932 -0.282
O -0.5292 -5.9965 0.9750 -1.251
H -0.7797 -4.9089 2.7056 -0.629
```

=====

ORCA calculation (ωB97M-V/def2-TZVPD) on C11H10BCl4NO in the gas phase.

Values from the calculation:
**Multiplicity**: 1
**Highest occupied orbital energy**: -0.331 Ha
**Charge**: 0
**Total energy**: -65875.573 eV

Geometry as XYZ:
```
28
Properties=species:S:1:pos:R:3:nbo_charge:R:1
Cl -3.2607 0.1310 3.5263 -0.268
B -3.1098 0.0399 1.6561 0.492
Cl -4.1226 -1.3943 0.9653 -0.291
Cl -3.7628 1.6565 0.8284 -0.333
O -1.7200 -0.1298 1.3660 -0.739
C -1.0394 0.1237 0.1586 0.144
C 0.0253 -0.9751 -0.0952 -0.049
C 0.2286 -1.4397 -1.4110 -0.206
C 1.2730 -2.3320 -1.6486 -0.224
C 2.0296 -2.7970 -0.5636 -0.062
Cl 3.3836 -3.7518 -0.9363 0.029
C 1.7862 -2.3898 0.7483 -0.207
C 0.7397 -1.4935 0.9903 -0.196
H -1.7199 0.2243 -0.7277 0.188
H -0.4811 -1.0936 -2.1800 0.216
H 1.4623 -2.6353 -2.6659 0.230
H 2.3944 -2.7477 1.5645 0.232
H 0.4424 -1.2341 2.0103 0.250
C 1.1302 2.4730 -1.3249 0.188
C 1.6184 2.5675 0.0065 -0.325
C 0.6756 1.9910 0.8295 0.021
C -0.5391 1.5586 0.0650 -0.195
N -0.0926 1.9445 -1.3017 -0.429
H 1.5382 2.9547 -2.2118 0.244
H 2.5508 3.0579 0.2416 0.255
H 0.6886 1.8244 1.8860 0.253
H -1.4512 2.1041 0.3410 0.343
H -0.6677 1.7628 -2.1171 0.439
```

=====

| no. | maximum force (eV/A) |
| --- | --- |
| 1 | 7.78 |
| 2 | 5.53 |
| 3 | 2.92 |